Molecular formula: C34H36BF3O2
Method: DFT, the ωB97M-V functional and the def2-TZVPD basis

Each line ends with the Löwdin charge.
Cartesian coordinates (Å):
C: 3.866 -0.699 1.808  -0.0172
C: 2.914 -1.580 1.004  -0.4462
C: 3.428 -1.621 -0.428  -0.0148
O: 1.606 -0.973 0.920  0.1380
B: 0.739 -1.758 1.657  -0.5467
C: -0.753 -1.359 1.861  -0.0567
C: -1.469 -0.611 0.902  -0.0024
C: -2.866 -0.622 0.915  -0.0044
C: -3.527 -1.306 1.937  -0.1344
C: -4.953 -1.744 1.748  -0.5177
F: -5.472 -2.337 2.862  0.1120
F: -5.799 -0.728 1.405  0.1167
F: -5.022 -2.676 0.739  0.1147
C: -2.829 -1.706 3.068  -0.0053
C: -1.434 -1.718 3.032  -0.0082
O: 1.351 -2.783 2.362  0.1396
C: 2.637 -2.979 1.725  -0.4462
C: 2.451 -4.155 0.760  -0.0141
C: 3.674 -3.409 2.749  -0.0111
H: 4.888 -1.094 1.709  0.0991
H: 3.875 0.328 1.421  0.0970
H: 3.612 -0.664 2.876  0.0730
H: 4.392 -2.144 -0.490  0.0958
H: 2.700 -2.097 -1.097  0.0918
H: 3.584 -0.588 -0.771  0.0962
H: -0.952 -0.046 0.127  0.1220
H: -3.434 -0.134 0.136  0.1217
H: -3.362 -2.048 3.944  0.1183
H: -0.892 -2.047 3.921  0.1237
H: 3.408 -4.437 0.301  0.0922
H: 2.071 -5.016 1.336  0.1018
H: 1.726 -3.918 -0.033  0.0975
H: 4.590 -3.708 2.220  0.0994
H: 3.938 -2.619 3.457  0.0673
H: 3.308 -4.267 3.323  0.0995
C: -0.567 5.454 9.446  -0.0600
C: 0.329 4.509 8.690  -0.2807
C: 1.467 5.034 8.069  -0.0405
C: 2.365 4.213 7.393  -0.0248
C: 2.113 2.852 7.243  -0.1804
C: 2.915 2.039 6.201  -0.2259
C: 2.044 1.671 5.053  -0.1322
C: 1.191 2.717 4.350  -0.2047
C: -0.166 2.824 4.693  -0.0438
C: -1.046 3.525 3.882  -0.0831
C: -0.569 4.174 2.731  -0.0897
C: 0.805 4.127 2.430  -0.0888
C: 1.689 3.467 3.280  -0.0456
C: 3.624 0.729 6.631  -0.1673
C: 4.620 0.260 5.754  -0.0600
C: 5.250 -0.970 5.957  -0.0892
C: 4.871 -1.767 7.050  -0.0930
C: 3.853 -1.324 7.903  -0.0771
C: 3.237 -0.076 7.705  -0.0269
C: 0.986 2.318 7.868  -0.0610
C: 0.097 3.132 8.591  -0.0293
H: -1.589 5.071 9.541  0.0763
H: -0.192 5.666 10.456  0.0838
H: -0.586 6.411 8.908  0.0781
H: 1.653 6.107 8.124  0.1131
H: 3.270 4.627 6.944  0.1153
H: 3.720 2.692 5.819  0.1415
H: 1.330 0.895 5.377  0.1327
H: 2.681 1.198 4.275  0.1126
H: -0.535 2.343 5.607  0.1096
H: -2.111 3.552 4.138  0.1048
H: -1.249 4.736 2.101  0.0939
H: 1.186 4.605 1.522  0.1013
H: 2.772 3.500 3.106  0.1161
H: 4.918 0.870 4.892  0.1167
H: 6.050 -1.286 5.290  0.1013
H: 5.378 -2.710 7.239  0.0978
H: 3.556 -1.945 8.747  0.1009
H: 2.453 0.263 8.388  0.0975
H: 0.784 1.255 7.762  0.1054
H: -0.781 2.669 9.054  0.1135

The molecular weight comes out at 544.466 Da. The calculation puts the HOMO-LUMO gap at 9.23 eV. As for the total energy: -1792.252710 Ha. The HOMO energy is -8.844 eV. For the LUMO energy, the calculation gives 0.39 eV. The spin multiplicity is 1.



Molecular formula: C17H16N2O2S
Method: DFT, the ωB97M-V functional and the def2-TZVPD basis

Each line ends with the natural charge from an NBO analysis.
Cartesian coordinates (Å):
C: -1.914 -1.881 1.773  -0.2448
O: -1.224 -1.469 0.620  -0.5730
C: -1.577 -2.205 -0.534  -0.0746
C: -1.034 -1.517 -1.777  -0.5418
S: -2.125 -0.176 -2.373  0.2474
C: -2.302 0.855 -0.935  -0.1344
C: -3.593 1.141 -0.512  -0.2199
C: -3.804 1.928 0.605  -0.1983
C: -2.724 2.419 1.320  -0.2299
C: -1.437 2.137 0.900  -0.1290
C: -1.214 1.372 -0.239  -0.1709
C: 0.199 1.176 -0.683  0.6832
O: 0.656 1.591 -1.719  -0.5562
N: 0.931 0.485 0.260  -0.6423
C: 2.269 0.129 0.081  0.2054
C: 2.686 -1.170 0.354  -0.2369
C: 4.003 -1.540 0.158  -0.1776
C: 4.925 -0.620 -0.321  -0.2318
C: 4.534 0.679 -0.572  -0.1286
C: 3.211 1.070 -0.362  -0.1950
C: 2.869 2.435 -0.507  0.2894
N: 2.657 3.561 -0.541  -0.2999
H: -2.995 -1.754 1.650  0.1774
H: -1.704 -2.931 2.007  0.1698
H: -1.569 -1.248 2.588  0.1953
H: -2.670 -2.288 -0.606  0.1829
H: -1.160 -3.223 -0.461  0.1721
H: -0.032 -1.129 -1.607  0.2266
H: -1.009 -2.218 -2.610  0.2406
H: -4.425 0.739 -1.070  0.2251
H: -4.813 2.148 0.923  0.2171
H: -2.883 3.024 2.199  0.2174
H: -0.587 2.533 1.438  0.2180
H: 0.386 -0.110 0.873  0.4323
H: 1.962 -1.886 0.716  0.2168
H: 4.311 -2.553 0.372  0.2185
H: 5.950 -0.916 -0.486  0.2210
H: 5.245 1.413 -0.921  0.2286

The molecular weight comes out at 312.394 Da. The calculation puts the HOMO-LUMO gap at 8.97 eV. As for the total energy: -1315.583963 Ha. The HOMO energy is -8.483 eV. For the LUMO energy, the calculation gives 0.49 eV. The spin multiplicity is 1.



Molecular formula: C20H26N4O4
Method: DFT, the ωB97M-V functional and the def2-TZVPD basis

Each line ends with the natural charge from an NBO analysis.
Cartesian coordinates (Å):
C: -4.600 -1.244 0.808  -0.5972
C: -4.000 -0.165 1.708  -0.4290
C: -3.368 0.920 0.909  0.1444
C: -2.224 0.846 0.071  -0.3404
C: -2.092 2.115 -0.417  0.3147
C: -1.082 2.752 -1.310  -0.2835
N: 0.258 2.407 -0.900  -0.6323
C: 1.100 1.729 -1.702  0.6939
O: 0.865 1.463 -2.863  -0.6380
C: 2.393 1.324 -1.006  -0.5292
C: 2.098 0.433 0.240  -0.1422
C: 2.251 1.321 1.465  0.6972
O: 1.473 2.240 1.676  -0.6551
N: 3.311 1.111 2.257  -0.6001
C: 4.250 0.020 2.141  -0.2105
C: 4.251 -0.503 0.707  -0.2243
N: 2.877 -0.780 0.351  -0.4467
C: 2.721 -1.713 -0.758  -0.2339
C: 1.268 -1.970 -1.054  -0.0257
C: 0.729 -1.674 -2.295  -0.2281
C: -0.617 -1.906 -2.535  -0.1774
C: -1.424 -2.425 -1.546  -0.2649
C: -0.891 -2.720 -0.289  0.2959
O: -1.773 -3.213 0.628  -0.4996
C: -1.310 -3.493 1.925  -0.2524
C: 0.457 -2.494 -0.051  -0.2814
O: -3.071 2.883 0.088  -0.2740
N: -3.853 2.133 0.900  -0.1422
H: -5.308 -0.803 0.111  0.2091
H: -5.122 -1.984 1.411  0.2076
H: -3.819 -1.749 0.247  0.2133
H: -3.247 -0.613 2.361  0.2095
H: -4.778 0.284 2.327  0.2266
H: -1.617 -0.008 -0.144  0.2278
H: -1.196 2.397 -2.342  0.2559
H: -1.229 3.837 -1.285  0.2181
H: 0.512 2.552 0.076  0.4389
H: 3.001 0.777 -1.725  0.2340
H: 2.933 2.226 -0.712  0.2346
H: 1.045 0.130 0.199  0.2494
H: 3.377 1.706 3.071  0.4095
H: 3.963 -0.792 2.820  0.1927
H: 5.245 0.376 2.422  0.2036
H: 4.723 0.234 0.037  0.1751
H: 4.829 -1.427 0.660  0.2149
H: 3.200 -2.648 -0.446  0.2096
H: 3.226 -1.370 -1.674  0.1795
H: 1.344 -1.248 -3.071  0.2286
H: -1.036 -1.667 -3.500  0.2221
H: -2.473 -2.609 -1.718  0.2274
H: -2.179 -3.844 2.478  0.2023
H: -0.545 -4.276 1.920  0.1774
H: -0.908 -2.597 2.411  0.1762
H: 0.903 -2.705 0.909  0.2187

The molecular weight comes out at 386.452 Da. The calculation puts the HOMO-LUMO gap at 9.14 eV. As for the total energy: -1297.699023 Ha. The HOMO energy is -8.698 eV. For the LUMO energy, the calculation gives 0.45 eV. The spin multiplicity is 1.



Molecular formula: C8H15Cl
Method: DFT, the ωB97M-V functional and the def2-TZVPD basis

Each line ends with the natural charge from an NBO analysis.
Cartesian coordinates (Å):
C: 2.221 0.960 -1.207  -0.6864
C: 1.799 0.251 0.090  0.0194
C: 2.811 -0.411 0.697  -0.3012
Cl: 4.503 -0.360 0.258  -0.0127
C: -0.017 0.529 0.083  -0.1217
C: -0.251 1.797 0.925  -0.6401
C: -0.721 -0.815 0.347  -0.2699
C: -2.262 -0.708 0.443  -0.5725
C: -0.201 -1.858 -0.642  -0.6457
H: 3.300 0.745 -1.391  0.2317
H: 2.080 2.089 -0.969  0.2182
H: 1.423 0.543 -1.972  0.2108
H: 2.541 -1.056 1.658  0.2197
H: 0.005 0.684 -1.016  0.2025
H: -1.093 2.379 0.808  0.2192
H: 0.480 2.589 0.803  0.2263
H: -0.150 1.586 2.087  0.2099
H: -0.586 -0.977 1.414  0.2046
H: -2.615 0.331 0.908  0.2096
H: -2.599 -1.498 0.938  0.1997
H: -2.667 -0.704 -0.638  0.1922
H: 0.948 -1.800 -0.741  0.2425
H: -0.756 -2.019 -1.611  0.2243
H: -0.359 -2.942 -0.263  0.2198

The molecular weight comes out at 146.661 Da. The calculation puts the HOMO-LUMO gap at 9.91 eV. As for the total energy: -773.867095 Ha. The HOMO energy is -9.005 eV. For the LUMO energy, the calculation gives 0.90 eV. The spin multiplicity is 1.



Molecular formula: C30H19Cl2F10N5Pd
Method: DFT, the ωB97M-V functional and the def2-TZVPD basis

Each line ends with the natural charge from an NBO analysis.
Cartesian coordinates (Å):
Pd: 0.121 -0.504 -0.126  0.8976
C: 3.286 1.693 0.434  -0.4020
N: 2.854 0.463 -0.210  -0.4520
C: 3.371 -0.686 0.513  -0.2152
C: 2.804 -2.014 0.060  -0.2440
N: 1.363 -2.092 0.241  -0.6199
C: 0.699 -3.203 -0.255  0.0132
C: -0.497 -3.614 0.372  0.3556
F: -0.942 -2.949 1.444  -0.3062
C: -1.259 -4.678 -0.058  0.2538
F: -2.390 -4.990 0.582  -0.2933
C: -0.849 -5.442 -1.137  0.2556
F: -1.573 -6.484 -1.550  -0.2870
C: 0.326 -5.098 -1.772  0.2604
F: 0.740 -5.802 -2.828  -0.2891
C: 1.062 -4.002 -1.351  0.3256
F: 2.141 -3.705 -2.102  -0.3203
C: 3.116 0.492 -1.643  -0.2224
C: 2.102 -0.299 -2.495  -0.2566
N: 0.788 -0.099 -1.918  -0.7639
C: -0.481 2.047 -2.681  -0.4018
C: -1.076 -0.481 -4.175  -0.1704
F: -0.177 -0.681 -5.154  -0.3263
C: -0.637 2.919 -3.671  0.4033
F: -0.653 2.686 -4.968  -0.2747
C: -0.856 4.278 -3.137  0.2272
F: -0.999 5.337 -3.921  -0.2795
C: -0.899 4.193 -1.814  0.3548
F: -1.072 5.161 -0.939  -0.2727
C: -0.684 2.753 -1.361  0.4524
F: 0.525 2.745 -0.628  -0.3684
H: 4.381 1.818 0.412  0.1620
H: 2.824 2.550 -0.050  0.2149
H: 2.971 1.684 1.479  0.1991
H: 4.472 -0.746 0.431  0.1694
H: 3.129 -0.537 1.568  0.2013
H: 3.151 -2.210 -0.956  0.1798
H: 3.268 -2.789 0.683  0.2011
H: 3.043 1.537 -1.946  0.2079
H: 4.134 0.145 -1.889  0.1791
H: 2.135 0.077 -3.523  0.2132
H: 2.341 -1.361 -2.536  0.2077
Cl: -0.537 0.211 -2.869  1.2991
C: -1.702 -0.067 -1.463  -0.2489
C: -2.360 -1.314 -1.604  -0.1442
C: -3.371 -1.605 -0.750  -0.2738
C: -3.765 -0.629 0.199  -0.1787
C: -3.185 0.594 0.253  -0.0638
Cl: -3.750 1.748 1.412  0.0312
C: -2.124 1.049 -0.646  0.1531
N: -1.731 2.297 -0.560  -0.6001
H: -2.025 -1.999 -2.371  0.2567
H: -3.863 -2.566 -0.782  0.2346
H: -4.562 -0.849 0.896  0.2370
N: -0.455 -0.219 1.823  -0.3840
C: -0.641 0.414 2.758  0.4158
C: -0.858 1.271 3.885  -0.1298
C: -0.849 0.757 5.179  -0.1738
C: -1.054 1.618 6.243  -0.2110
C: -1.261 2.972 6.011  -0.1764
C: -1.267 3.476 4.717  -0.1982
C: -1.067 2.628 3.642  -0.1681
H: -0.687 -0.300 5.340  0.2308
H: -1.052 1.234 7.254  0.2249
H: -1.421 3.640 6.847  0.2219
H: -1.433 4.530 4.544  0.2260
H: -1.083 2.994 2.623  0.2508

The molecular weight comes out at 816.823 Da. The calculation puts the HOMO-LUMO gap (spin up / spin down) at 6.43 / 6.43 eV. As for the total energy: -3474.692040 Ha. The HOMO energy (spin up / spin down) is -7.466 / -7.466 eV. For the LUMO energy (spin up / spin down), the calculation gives -1.04 / -1.04 eV. The spin multiplicity is 1.